Arrangement P

Below is 2 unconnected molecules or ions with the total composition C2H8N4, with properties calculated with wB97M-V/def2-TZVPD.

HOMO-LUMO gap (spin up / spin down) = 8.03 / 9.03 eV
HOMO level (spin up / spin down) = -0.255 / -0.292 hartree

The geometry in ORCA input format:
```
! RIJCOSX wB97M-V def2-TZVPD def2/J DEFGRID3
* xyz 0 1
C -1.1944 -0.7090 -0.6937
C -0.3171 -1.1066 0.5368
N -0.4046 0.4735 -1.0243
N 0.9914 -0.7724 0.0516
N 0.8154 0.4417 -0.5471
N 0.7841 1.8655 1.0363
H -1.0889 -1.4350 -1.5292
H -2.1964 -0.4415 -0.4425
H -0.5336 -0.5375 1.4790
H -0.4838 -2.2117 0.8595
H -0.5037 0.8118 -1.8927
H 1.7563 -0.9380 0.6956
H 0.5953 2.4980 0.2891
H 1.7800 2.0614 1.1817
*
```

Here are the Mulliken charges for atoms 1 to 5, given in e: number 1, C, carries -0.456; number 2, C, carries -0.439; number 3, N, carries 0.071; number 4, N, carries -0.185; number 5, N, carries -0.455

***

Arrangement Q

Below is a molecular structure, C2H8N4, with properties calculated with wB97M-V/def2-TZVPD.

HOMO-LUMO gap = 9.52 eV
HOMO level = -0.317 hartree

The geometry in ORCA input format:
```
! RIJCOSX wB97M-V def2-TZVPD def2/J DEFGRID3
* xyz 0 1
C -2.0745 0.7708 0.4124
N 1.2659 0.7924 -0.9256
C -0.7462 0.1718 0.0338
N 2.2309 -0.5920 -0.0329
N -0.4523 -1.0890 0.0932
N 0.2308 1.0847 -0.2137
H 1.0349 0.1244 -1.6842
H 2.6273 -0.1588 0.7898
H 2.9349 -1.0391 -0.6052
H 1.3799 -1.1717 0.1776
H -1.2133 -1.6725 0.4265
H -2.2748 1.6621 -0.1802
H -2.0591 1.0566 1.4645
H -2.8844 0.0602 0.2442
*
```

Here are the Mulliken charges for atoms 1 to 5, given in e: number 1, C, carries -0.930; number 2, N, carries -0.304; number 3, C, carries 0.722; number 4, N, carries -0.633; number 5, N, carries -0.745

***

Most stable structure among those shown: arrangement Q. Next: +46.4 kcal/mol.